Entry 1:
DFT (the ωB97M-V functional and the def2-TZVPD basis) results for a molecular structure, C37H106N22O14 in a non-equilibrium geometry.

HOMO energy	-8.45	eV
DFT total energy	-101531.907	eV
F_max	6.85	eV Å⁻¹
ΔE to the lowest compared entry with this formula, charge and spin	7.9976	eV

The geometry in ORCA input format:
```
! RIJCOSX wB97M-V def2-TZVPD def2/J DEFGRID3
* xyz 0 1
C -28.19 7.56 19.86
C -28.01 7.96 18.41
C -27.50 6.72 17.64
C -28.50 5.65 17.23
C -29.68 6.28 16.53
C -30.32 7.42 17.33
N -29.30 8.40 17.74
O -29.82 9.52 18.46
C -31.29 8.17 16.41
C -31.15 6.85 18.50
C -27.01 9.07 18.25
H -27.22 7.31 20.30
H -28.75 6.64 20.04
H -28.62 8.36 20.46
H -27.06 7.13 16.73
H -26.67 6.25 18.17
H -28.74 4.97 18.07
H -27.98 4.84 16.72
H -30.44 5.52 16.32
H -29.38 6.56 15.51
H -32.02 7.52 15.92
H -31.87 8.94 16.92
H -30.69 8.65 15.63
H -32.07 6.42 18.09
H -30.62 6.01 18.95
H -31.36 7.62 19.24
H -26.02 8.83 18.65
H -27.29 10.00 18.74
H -26.78 9.28 17.20
H -29.71 9.27 19.39
C -30.69 11.83 15.50
O -31.80 11.30 15.62
N -29.57 11.29 16.01
N -30.49 13.04 14.88
H -29.58 10.49 16.63
H -28.68 11.75 15.95
H -31.33 13.53 14.63
H -29.63 13.55 14.94
C -27.56 8.28 13.68
O -26.52 7.68 13.37
N -28.70 8.21 12.95
N -27.69 9.09 14.77
H -28.59 7.66 12.11
H -29.29 9.02 12.88
H -26.82 9.22 15.25
H -28.56 9.52 15.02
C -28.37 11.31 22.37
O -29.53 11.51 22.73
N -28.02 11.09 21.07
N -27.31 11.32 23.22
H -27.05 11.28 20.86
H -28.77 11.03 20.42
H -26.37 11.10 22.89
H -27.55 11.31 24.20
C -34.92 9.88 13.71
O -35.98 9.51 13.21
N -34.77 11.06 14.35
N -33.81 9.08 13.78
H -35.59 11.59 14.59
H -33.87 11.27 14.72
H -32.96 9.34 14.25
H -34.05 8.14 13.52
C -34.15 4.40 18.82
O -34.67 5.28 18.12
N -33.69 3.24 18.31
N -33.82 4.59 20.13
H -33.75 3.07 17.32
H -33.02 2.70 18.82
H -33.25 3.86 20.54
H -33.94 5.53 20.46
C -24.24 4.31 18.32
O -24.82 3.82 17.35
N -23.74 5.56 18.27
N -24.24 3.70 19.54
H -23.70 6.10 19.12
H -23.96 6.02 17.39
H -23.69 4.08 20.30
H -24.70 2.83 19.69
C -23.54 8.28 15.48
O -24.11 7.39 16.11
N -24.25 8.97 14.54
N -22.24 8.61 15.55
H -25.21 8.65 14.39
H -23.91 9.71 13.96
H -21.64 9.11 14.93
H -21.79 8.24 16.37
C -27.32 4.92 14.34
O -27.88 3.83 14.43
N -26.13 5.19 14.95
N -27.72 5.95 13.54
H -25.75 4.45 15.53
H -25.57 5.96 14.66
H -27.37 6.89 13.68
H -28.67 5.80 13.23
C -30.95 0.63 22.47
C -31.07 1.58 21.30
C -31.14 0.83 19.98
O -31.35 1.55 18.78
C -30.35 2.51 18.47
N -32.26 2.44 21.50
H -30.67 1.14 23.39
H -30.19 -0.14 22.36
H -31.94 0.19 22.61
H -30.23 2.28 21.25
H -31.87 0.02 20.03
H -30.23 0.22 19.87
H -30.49 3.31 19.20
H -30.62 2.94 17.50
H -29.35 2.07 18.47
H -33.03 1.84 21.20
H -32.32 2.72 22.47
C -24.09 9.58 20.91
C -23.73 10.40 22.15
C -22.29 10.95 22.12
O -21.44 9.81 22.31
C -20.07 10.07 22.38
N -24.59 11.59 22.12
H -25.12 9.25 21.05
H -23.43 8.72 20.75
H -23.93 10.12 19.97
H -23.83 9.84 23.08
H -22.10 11.71 22.88
H -22.08 11.35 21.12
H -19.71 10.55 21.47
H -19.50 9.14 22.50
H -19.76 10.63 23.27
H -24.26 12.26 22.81
H -24.58 12.07 21.23
C -31.54 8.58 13.86
C -31.50 7.40 12.86
C -31.24 6.12 13.63
O -30.82 5.06 12.82
C -31.22 3.75 13.21
N -32.84 7.38 12.22
H -32.28 8.35 14.64
H -31.85 9.52 13.41
H -30.62 8.79 14.43
H -30.82 7.64 12.05
H -32.13 6.04 14.27
H -30.42 6.44 14.29
H -30.49 3.47 13.99
H -31.00 3.03 12.43
H -32.23 3.72 13.61
H -33.57 7.11 12.87
H -33.07 8.32 11.92
C -27.39 7.71 23.25
C -28.25 7.28 24.43
C -29.36 6.34 24.01
O -30.19 6.94 23.02
C -30.98 5.98 22.35
N -27.38 6.70 25.44
H -27.94 8.29 22.52
H -26.79 6.87 22.89
H -26.61 8.43 23.55
H -28.74 8.15 24.88
H -29.90 6.19 24.96
H -28.99 5.37 23.65
H -31.71 6.53 21.76
H -31.60 5.38 23.02
H -30.31 5.37 21.74
H -26.79 7.46 25.75
H -27.83 6.22 26.20
C -27.52 3.64 21.11
C -26.74 2.55 21.84
C -25.86 3.11 22.97
O -24.84 2.30 23.50
C -23.95 1.80 22.51
N -27.68 1.55 22.37
H -28.53 3.85 21.45
H -27.56 3.36 20.05
H -26.90 4.54 21.15
H -26.12 2.03 21.10
H -26.51 3.40 23.79
H -25.39 4.04 22.62
H -23.88 2.47 21.65
H -24.37 0.87 22.12
H -22.96 1.65 22.91
H -27.30 0.65 22.10
H -28.54 1.56 21.82
*
```

***

Entry 2:
DFT (the ωB97M-V functional and the def2-TZVPD basis) results for a gas-phase ion, C5H10NO2 (charge -1) in a non-equilibrium geometry.

HOMO energy	-3.65	eV
DFT total energy	-10933.604	eV
F_max	2.09	eV Å⁻¹
SMILES	CCN[C@H](C)C(=O)[O-]
ΔE to the lowest compared entry with this formula, charge and spin	0.6606	eV

The geometry in ORCA input format:
```
! RIJCOSX wB97M-V def2-TZVPD def2/J DEFGRID3
* xyz -1 1
C 0.66 1.32 -1.68
C 0.51 1.63 -0.17
N 0.49 0.48 0.73
C -1.20 -1.05 1.65
C -0.51 -0.52 0.40
C 0.13 -1.76 -0.36
O 1.32 -2.00 -0.03
O -0.60 -2.31 -1.19
H -0.17 0.72 -2.04
H 1.50 0.62 -1.71
H 0.98 2.24 -2.14
H 1.39 2.19 0.12
H -0.40 2.18 0.08
H 1.37 0.02 0.74
H -1.95 -0.37 2.08
H -1.76 -1.95 1.37
H -0.51 -1.24 2.47
H -1.26 -0.21 -0.32
*
```

***

Entry 3:
DFT (the ωB97M-V functional and the def2-TZVPD basis) results for 2 unconnected molecules or ions with the total composition CH4O2S in a non-equilibrium geometry.

HOMO energy (spin up / spin down)	-10.59 / -9.27	eV
DFT total energy	-16027.545	eV
F_max	3.54	eV Å⁻¹
ΔE to the lowest compared entry with this formula, charge and spin	4.5298	eV

The geometry in ORCA input format:
```
! RIJCOSX wB97M-V def2-TZVPD def2/J DEFGRID3
* xyz 0 1
C 1.27 0.26 -0.01
O -2.50 -0.75 -0.01
O -1.32 0.69 0.52
S -0.34 1.19 -0.43
H 0.96 -0.62 0.62
H 1.97 0.81 0.59
H 1.92 -0.22 -0.71
H -1.96 -1.36 -0.57
*
```

***

Entry 4:
DFT (the ωB97M-V functional and the def2-TZVPD basis) results for a molecular structure, C31H55As3ClN2O11SSeTi.

HOMO energy	-5.41	eV
DFT total energy	-352881.662	eV
F_max	0.94	eV Å⁻¹
ΔE to the lowest compared entry with this formula, charge and spin	1.2738	eV

The geometry in ORCA input format:
```
! RIJCOSX wB97M-V def2-TZVPD def2/J DEFGRID3
* xyz -1 1
Ti 0.59 0.33 -0.54
Cl 2.39 2.94 6.36
C 1.59 2.28 4.95
C 0.18 2.40 4.84
C -0.47 1.89 3.76
C 0.23 1.27 2.66
O -0.40 0.88 1.64
C 1.65 1.12 2.85
C 2.39 0.33 1.94
O 1.97 -0.18 0.90
C 2.30 1.64 3.99
H -0.37 2.89 5.63
H -1.55 1.98 3.67
H 3.44 0.10 2.20
H 3.37 1.52 4.08
C -1.86 2.25 -2.68
As -1.88 1.31 -0.98
C -2.39 2.81 0.16
C -3.55 0.34 -1.32
C -4.21 -0.55 -0.26
C -4.51 0.27 1.00
C -3.40 -1.81 0.08
As -1.67 -1.59 1.00
C -2.26 -1.35 2.86
C -1.26 -3.49 1.16
C -5.57 -1.02 -0.83
As -5.52 -2.09 -2.50
C -5.39 -3.89 -1.72
C -7.48 -2.12 -2.69
H -2.78 2.81 -2.82
H -1.73 1.50 -3.46
H -1.00 2.91 -2.70
H -3.40 3.16 -0.07
H -1.66 3.60 -0.02
H -2.31 2.51 1.21
H -3.30 -0.25 -2.20
H -4.26 1.12 -1.62
H -3.60 0.69 1.42
H -4.99 -0.34 1.76
H -5.18 1.10 0.75
H -3.11 -2.32 -0.84
H -4.02 -2.50 0.67
H -2.95 -2.14 3.17
H -2.72 -0.38 3.00
H -1.36 -1.39 3.47
H -2.06 -4.02 1.69
H -0.32 -3.60 1.71
H -1.12 -3.90 0.16
H -6.18 -0.14 -1.07
H -6.11 -1.59 -0.07
H -4.36 -4.14 -1.51
H -5.77 -4.60 -2.45
H -5.98 -3.96 -0.81
H -7.84 -1.13 -2.99
H -7.96 -2.40 -1.75
H -7.76 -2.84 -3.46
O -0.39 -3.66 -1.90
Se 0.06 -2.15 -2.23
O -1.17 -1.07 -2.09
O 1.02 -1.55 -0.94
O 0.92 -1.98 -3.59
C 0.13 -2.90 5.18
S 1.45 -2.56 4.00
C 2.47 -1.61 5.13
O 2.15 -3.85 3.78
H 0.56 -3.47 6.00
H -0.62 -3.48 4.66
H -0.30 -1.96 5.53
H 1.95 -0.69 5.41
H 3.38 -1.36 4.59
H 2.70 -2.22 6.00
C 5.30 2.65 -3.00
C 5.81 1.22 -2.95
C 4.68 0.18 -2.84
C 5.27 -1.25 -2.77
C 4.22 -2.33 -2.57
C 3.85 0.27 -4.11
O 4.32 0.09 -5.21
N 2.52 0.61 -3.96
C 1.91 0.65 -2.74
O 0.67 0.81 -2.65
N 2.56 0.55 -1.60
C 3.91 0.42 -1.53
O 4.53 0.49 -0.49
H 6.13 3.36 -3.07
H 4.74 2.90 -2.09
H 4.65 2.82 -3.86
H 6.46 1.08 -2.08
H 6.39 0.99 -3.85
H 5.99 -1.25 -1.95
H 5.82 -1.41 -3.70
H 3.68 -2.19 -1.63
H 4.69 -3.32 -2.53
H 3.48 -2.35 -3.37
H 1.91 0.49 -4.77
C 1.69 4.07 0.89
C 1.91 3.10 -0.27
C 1.85 3.84 -1.60
O 0.92 2.11 -0.22
H 2.44 4.87 0.85
H 1.77 3.56 1.85
H 0.70 4.52 0.81
H 2.89 2.62 -0.16
H 0.89 4.35 -1.70
H 1.97 3.16 -2.44
H 2.64 4.60 -1.65
*
```

***

Entry 5:
DFT (the ωB97M-V functional and the def2-TZVPD basis) results for a single C4H8N2O molecule.

HOMO energy	-8.68	eV
DFT total energy	-9301.391	eV
F_max	0.73	eV Å⁻¹
ΔE to the lowest compared entry with this formula, charge and spin	5.0019	eV

The geometry in ORCA input format:
```
! RIJCOSX wB97M-V def2-TZVPD def2/J DEFGRID3
* xyz 0 1
C -0.77 0.85 -1.55
C 0.45 1.48 -0.98
O 0.32 1.60 0.40
C 0.27 0.43 1.10
N -0.16 0.27 2.27
C 0.91 -0.69 0.28
N 0.01 -1.79 0.08
H -1.38 0.17 -0.94
H -0.59 0.41 -2.54
H -1.35 1.78 -1.73
H 1.20 -0.22 -0.68
H -0.55 1.13 2.66
H 1.88 -0.95 0.73
H 0.49 -2.68 0.12
H -0.72 -1.79 0.78
*
```

***

Entry 6:
DFT (the ωB97M-V functional and the def2-TZVPD basis) results for 2 unconnected molecules or ions with the total composition C25H36F3N5O10PS3 in a non-equilibrium geometry.

HOMO energy	-6.37	eV
DFT total energy	-104370.305	eV
F_max	4.98	eV Å⁻¹

The geometry in ORCA input format:
```
! RIJCOSX wB97M-V def2-TZVPD def2/J DEFGRID3
* xyz -1 1
C 9.67 -2.19 -0.19
C 9.66 -0.62 0.17
O 8.38 0.01 -0.02
C 8.57 1.39 -0.44
C 7.23 2.27 -0.37
C 6.51 2.52 -1.79
C 4.92 2.83 -1.54
C 3.96 1.77 -2.24
C 2.52 1.61 -1.50
C 2.12 2.55 -0.31
C 0.76 2.37 0.43
C -0.15 1.22 -0.07
C 0.14 0.27 -1.25
C 1.53 0.49 -1.98
N -0.71 -0.83 -1.74
C -0.33 -2.06 -0.98
C -1.43 -3.23 -0.98
C -2.15 -0.52 -1.66
C -2.85 0.28 -0.51
C -4.37 0.58 -0.45
C -5.01 1.46 0.75
C -5.14 0.65 2.13
O -6.57 0.35 2.30
C -4.59 1.44 3.41
N -5.12 2.83 3.56
C -5.33 0.06 -1.55
C -6.91 0.28 -1.61
O -7.63 -1.01 -1.45
N -6.90 -1.87 -0.70
O -7.31 -2.98 -0.83
C -4.66 -0.75 -2.72
F -5.55 -1.20 -3.76
C -3.12 -1.03 -2.79
P -2.55 -2.03 -4.30
N -3.16 -1.27 -5.59
O -3.16 -3.61 -4.13
O -0.86 -2.11 -4.45
S -1.76 0.94 0.84
H 10.51 -2.70 0.42
H 9.92 -2.35 -1.29
H 8.69 -2.70 0.09
H 10.44 -0.12 -0.52
H 10.06 -0.52 1.26
H 9.11 1.43 -1.45
H 9.31 1.84 0.33
H 6.49 1.81 0.38
H 7.51 3.30 0.06
H 6.97 3.47 -2.26
H 6.58 1.62 -2.48
H 4.81 2.89 -0.40
H 4.72 3.87 -2.02
H 4.47 0.73 -2.12
H 3.85 1.93 -3.37
H 2.80 3.40 0.05
H 0.51 3.06 1.31
H 1.76 -0.21 -2.86
H 0.00 -1.86 0.11
H 0.60 -2.50 -1.50
H -0.90 -4.17 -0.55
H -2.32 -2.99 -0.31
H -1.74 -3.53 -2.05
H -5.98 1.98 0.42
H -4.25 2.33 0.91
H -4.58 -0.35 1.98
H -6.58 -0.63 2.42
H -3.44 1.40 3.45
H -4.95 0.84 4.33
H -5.99 2.98 3.01
H -4.40 3.50 3.22
H -7.32 1.00 -0.82
H -7.21 0.66 -2.65
H -3.66 -0.43 -5.24
H -3.24 -4.01 -5.03
H -0.62 -1.29 -4.94
N -2.80 -1.72 7.05
S -3.06 -2.35 5.63
O -2.09 -3.30 5.14
O -3.71 -1.52 4.64
F -4.27 -3.34 6.01
S -1.58 -0.73 7.03
O -1.09 -0.38 8.35
O -1.61 0.37 6.09
F -0.37 -1.62 6.48
*
```

***

Entry 7:
DFT (the ωB97M-V functional and the def2-TZVPD basis) results for 2 unconnected molecules or ions with the total composition C3H3F3O in a non-equilibrium geometry.

HOMO energy	-10.25	eV
DFT total energy	-13355.571	eV
F_max	4.00	eV Å⁻¹
ΔE to the lowest compared entry with this formula, charge and spin	3.8782	eV

The geometry in ORCA input format:
```
! RIJCOSX wB97M-V def2-TZVPD def2/J DEFGRID3
* xyz 0 1
C 1.26 0.56 0.43
C 0.92 0.19 -0.74
C -2.33 0.03 0.01
O -1.84 -1.07 -0.24
F 2.30 -0.02 1.12
F 1.62 -0.86 -1.42
F -1.47 0.72 0.76
H 0.73 1.33 0.94
H -0.03 0.63 -1.12
H -1.15 -1.51 0.27
*
```

***

Entry 8:
DFT (the ωB97M-V functional and the def2-TZVPD basis) results for a single C7H12O3 molecule in a non-equilibrium geometry.

HOMO energy (spin up / spin down)	-6.56 / -6.87	eV
DFT total energy	-13591.082	eV
F_max	3.82	eV Å⁻¹
ΔE to the lowest compared entry with this formula, charge and spin	4.9923	eV

The geometry in ORCA input format:
```
! RIJCOSX wB97M-V def2-TZVPD def2/J DEFGRID3
* xyz 0 1
C 0.37 1.80 -0.48
C 0.46 1.27 0.80
C 0.42 0.90 -1.61
C -0.73 -0.26 -1.66
C -1.06 -0.99 -0.30
C 0.68 -0.05 1.20
C 0.44 -0.62 2.60
O -0.35 -1.24 -2.61
O -2.06 -0.48 0.42
O 1.59 -0.80 0.60
H 0.16 2.83 -0.59
H 0.08 1.98 1.66
H 0.37 1.43 -2.48
H 1.41 0.46 -1.68
H -1.64 0.21 -2.06
H -0.74 -1.94 0.06
H 0.67 -0.03 3.54
H 1.08 -1.40 2.72
H -0.61 -0.99 2.66
H 0.52 -1.56 -2.31
H -2.68 0.14 -0.12
H 1.63 -0.65 -0.33
*
```